Entry 1:
{"formula": "C19H56AgF6O15", "method": "ωB97M-V/def2-TZVPD", "total_charge": 0, "energy_ha": -2631.97234, "spin_multiplicity": 2, "s_squared": 0.7562, "e_above_lowest_kcal_mol": 0.0, "symbols": ["Ag", "C", "O", "O", "C", "F", "F", "F", "C", "C", "H", "H", "H", "H", "H", "H", "C", "O", "O", "C", "F", "F", "F", "C", "C", "H", "H", "H", "H", "H", "H", "C", "O", "H", "H", "H", "H", "C", "O", "H", "H", "H", "H", "C", "O", "H", "H", "H", "H", "C", "O", "H", "H", "H", "H", "C", "O", "H", "H", "H", "H", "C", "O", "H", "H", "H", "H", "C", "O", "H", "H", "H", "H", "C", "O", "H", "H", "H", "H", "C", "O", "H", "H", "H", "H", "C", "O", "H", "H", "H", "H", "C", "O", "H", "H", "H", "H"], "xyz": [[2.5005, -3.8134, -0.8033], [1.9523, -0.6209, 0.6579], [0.6231, -0.5348, 0.0922], [2.5244, -1.7521, 0.2345], [2.7518, 0.6611, 0.3010], [3.2953, 0.6524, -0.9238], [1.9854, 1.7654, 0.3893], [3.7540, 0.7834, 1.1994], [-0.2817, 0.3501, 0.7374], [-1.6373, 0.2775, 0.0739], [-2.4183, 0.5500, 0.7881], [-1.7953, 1.1276, -0.5995], [-1.8501, -0.6877, -0.3713], [0.1012, 1.3684, 0.7989], [-0.4117, 0.0289, 1.7802], [1.7759, -0.6507, 1.7420], [2.1519, -4.9774, -3.6036], [2.3722, -3.6528, -3.2124], [2.1366, -5.6126, -2.3703], [1.0340, -5.2697, -4.6236], [0.8023, -6.5824, -4.6650], [-0.1029, -4.6101, -4.3628], [1.4480, -4.8840, -5.8445], [2.7006, -2.6219, -4.1232], [2.7609, -1.3603, -3.2903], [1.7291, -1.2460, -2.9593], [3.4001, -1.3583, -2.4110], [3.0406, -0.4625, -3.8426], [1.8812, -2.4777, -4.8385], [3.6062, -2.8540, -4.6993], [3.0827, -5.2838, -4.1068], [5.5343, -2.4462, -0.8550], [4.8120, -3.4033, -1.6188], [5.1051, -2.2067, 0.1162], [6.5928, -2.6962, -0.7603], [5.5155, -1.4823, -1.3846], [5.4078, -3.9801, -2.0974], [-5.8508, 1.6196, -0.9183], [-4.6196, 1.5420, -0.2049], [-6.6199, 1.1918, -0.2650], [-6.0682, 2.6383, -1.2223], [-5.8162, 0.9979, -1.8194], [-4.4747, 0.6205, 0.0917], [-1.7813, 4.4119, 0.4690], [-0.6152, 5.2040, 0.2154], [-2.6762, 4.8533, 0.0395], [-1.6560, 3.3823, 0.1245], [-1.8341, 4.3302, 1.5541], [-0.0317, 4.7691, -0.4101], [2.7941, 4.8540, -0.6782], [2.5519, 5.7732, -1.7428], [2.9408, 3.8901, -1.1578], [3.7396, 5.1166, -0.1962], [2.0051, 4.8374, 0.0724], [2.2787, 6.6207, -1.3807], [0.8426, 1.6812, -2.8731], [-0.3626, 2.1019, -3.4609], [1.2432, 0.8089, -3.3870], [1.6610, 2.4122, -2.9384], [0.8178, 1.3742, -1.8216], [-0.6436, 2.8925, -2.9895], [-2.8118, -0.0856, 4.4287], [-3.0850, -1.2575, 5.1833], [-3.5875, 0.6575, 4.5848], [-1.8864, 0.3536, 4.8221], [-2.5930, -0.2365, 3.3678], [-2.2805, -1.7789, 5.2306], [-5.0702, 2.8672, 3.0228], [-3.9443, 2.4223, 2.3142], [-4.8334, 3.1312, 4.0490], [-5.5531, 3.7082, 2.5070], [-5.8649, 2.1066, 3.0280], [-4.1570, 2.1062, 1.4133], [0.0769, 2.2009, 3.6795], [1.0242, 1.1876, 3.3724], [0.2157, 3.0367, 2.9915], [-0.9541, 1.8704, 3.5555], [0.1701, 2.5446, 4.7121], [1.7479, 1.5728, 2.8765], [4.0492, -1.3719, 3.4859], [3.8245, -2.4456, 2.6182], [3.1861, -0.7010, 3.4988], [4.2230, -1.6464, 4.5296], [4.9564, -0.8134, 3.2264], [3.3467, -2.1836, 1.8042], [-0.9264, -3.3054, -1.7517], [0.3773, -2.9115, -1.3402], [-1.6296, -3.1536, -0.9273], [-1.2992, -2.6057, -2.5098], [-0.9520, -4.3032, -2.1683], [0.3566, -1.9560, -1.1437], [-5.5631, -1.0707, 1.8960], [-4.4906, -1.0053, 0.9443], [-5.3193, -1.6332, 2.7946], [-5.6948, -0.0434, 2.2392], [-6.4820, -1.3191, 1.3652], [-4.2816, -1.8986, 0.6550]], "lowdin_charge": [0.90, -0.42, -0.11, -0.23, -0.53, 0.15, 0.10, 0.14, -0.25, -0.04, 0.05, 0.07, 0.07, 0.10, 0.11, 0.14, -0.34, -0.17, 0.06, -0.56, 0.17, 0.16, 0.15, -0.22, -0.06, 0.07, 0.05, 0.09, 0.13, 0.13, 0.19, -0.13, -0.16, 0.07, 0.09, 0.08, 0.09, -0.11, -0.17, 0.08, 0.08, 0.08, 0.04, -0.13, -0.13, 0.08, 0.06, 0.07, 0.04, -0.15, -0.12, 0.06, 0.08, 0.06, 0.08, -0.17, -0.09, 0.05, 0.08, 0.06, 0.07, -0.16, -0.12, 0.07, 0.07, 0.07, 0.07, -0.17, -0.15, 0.08, 0.08, 0.06, 0.03, -0.14, -0.13, 0.08, 0.06, 0.08, 0.06, -0.19, -0.14, 0.06, 0.07, 0.07, 0.01, -0.13, -0.19, 0.07, 0.09, 0.07, 0.05, -0.10, -0.15, 0.09, 0.06, 0.09, 0.09]}

***

Entry 2:
{"formula": "C19H56BN18O21", "method": "ωB97M-V/def2-TZVPD", "total_charge": -1, "energy_ha": -3348.46641, "symbols": ["O", "C", "O", "B", "O", "C", "O", "O", "C", "O", "C", "O", "O", "O", "H", "H", "O", "H", "H", "C", "O", "N", "N", "H", "H", "H", "H", "C", "O", "N", "N", "H", "H", "H", "H", "C", "O", "N", "N", "H", "H", "H", "H", "C", "O", "N", "N", "H", "H", "H", "H", "C", "O", "N", "N", "H", "H", "H", "H", "C", "O", "N", "N", "H", "H", "H", "H", "C", "O", "N", "N", "H", "H", "H", "H", "C", "O", "N", "N", "H", "H", "H", "H", "C", "O", "N", "N", "H", "H", "H", "H", "C", "C", "C", "O", "H", "H", "H", "H", "H", "H", "H", "H", "C", "C", "C", "O", "H", "H", "H", "H", "H", "H", "H", "H"], "xyz": [[0.9670, 1.8576, 1.4086], [0.2847, 0.9244, 0.8033], [-0.9466, 0.9053, 0.3107], [-1.2645, -0.3526, -0.4209], [-0.0693, -1.2209, -0.0004], [0.8534, -0.4784, 0.5780], [1.9665, -0.8794, 0.9874], [-1.3407, -0.2566, -1.9037], [-2.5941, -0.4204, -2.3074], [-3.0512, -0.4561, -3.4724], [-3.4378, -0.7941, -1.0783], [-2.6327, -0.8882, -0.0330], [-4.6472, -0.9378, -0.9884], [-7.0808, -1.4102, -9.6085], [-6.3715, -1.4412, -10.2505], [-6.6368, -1.4056, -8.7605], [-11.2062, -2.8235, -4.2649], [-10.4354, -2.2815, -4.0966], [-11.9471, -2.2271, -4.1573], [-8.9480, -9.6660, -0.3283], [-8.2998, -10.7722, -0.3307], [-10.2811, -9.5860, -0.1711], [-8.2499, -8.5605, -0.5924], [-10.7727, -8.7038, -0.1628], [-10.8236, -10.4367, -0.1235], [-7.2770, -8.7496, -0.7867], [-8.7403, -7.8695, -1.1421], [3.4507, 6.1374, 8.9186], [3.8047, 6.1943, 10.0480], [3.9586, 6.7900, 7.9663], [2.6626, 5.1673, 8.4298], [4.6247, 7.5475, 8.0153], [3.5380, 6.4407, 7.1170], [2.2276, 4.4856, 9.0349], [2.6436, 5.0649, 7.4252], [-7.7018, 5.4892, 3.0080], [-8.3907, 6.1322, 2.2479], [-7.6014, 4.1883, 2.8877], [-7.1483, 6.0164, 4.0953], [-7.9014, 3.6916, 2.0611], [-7.2230, 3.5982, 3.6148], [-6.5287, 5.5241, 4.7229], [-7.3306, 6.9899, 4.2931], [7.9977, -3.3263, 7.0680], [9.1830, -3.0823, 7.3434], [7.0526, -2.5345, 7.4342], [7.7414, -4.3073, 6.2369], [6.1094, -2.8951, 7.4133], [7.3776, -1.8330, 8.0840], [8.5466, -4.7731, 5.8436], [6.8220, -4.5806, 5.9205], [5.7580, 8.4321, 0.1182], [5.6484, 8.4476, 1.3347], [5.8384, 7.4061, -0.6592], [6.2820, 9.4073, -0.5703], [5.7864, 6.5187, -0.1797], [5.8387, 7.4411, -1.6687], [6.7409, 10.1300, -0.0344], [6.5410, 9.3662, -1.5457], [-1.0333, -8.9979, -1.3506], [-1.7370, -8.9926, -2.3669], [-0.2894, -8.0137, -0.9411], [-0.8224, -10.0697, -0.6877], [-0.2976, -7.1520, -1.4680], [0.2573, -8.1373, -0.1010], [-0.9639, -10.9654, -1.1326], [-0.3829, -9.9318, 0.2111], [-9.2024, 4.3332, -9.0723], [-9.1237, 5.4878, -8.8621], [-10.1151, 3.8681, -9.8640], [-8.4756, 3.3911, -8.5519], [-10.6385, 4.5855, -10.3451], [-10.4670, 2.9225, -9.9106], [-8.6333, 2.4508, -8.8851], [-7.6767, 3.5946, -7.9685], [-1.3169, -7.0224, 6.2494], [-0.4582, -7.7296, 5.6987], [-1.8349, -5.9777, 5.6883], [-1.9065, -7.2665, 7.3796], [-1.3666, -5.6488, 4.8561], [-2.5660, -5.4495, 6.1428], [-1.7559, -7.9625, 8.0958], [-2.6812, -6.6280, 7.4908], [11.4470, 2.3336, 2.3157], [12.0937, 3.1623, 2.9393], [11.8050, 1.1047, 2.0335], [10.2669, 2.4991, 1.8939], [12.7745, 0.8806, 2.2064], [11.2595, 0.3396, 1.6630], [9.8037, 3.3720, 2.1026], [9.7179, 1.6817, 2.1185], [6.4146, -4.9932, -2.3921], [6.7516, -3.9879, -3.5165], [7.0234, -2.6192, -2.9799], [7.8379, -4.5579, -4.2927], [7.2196, -5.2379, -1.6990], [6.2514, -5.9559, -2.8764], [5.5277, -4.6099, -1.8876], [5.9547, -3.9265, -4.2576], [7.6696, -1.9822, -3.5839], [7.6462, -2.6363, -2.0855], [6.0874, -2.1215, -2.7263], [7.3957, -5.2763, -4.7509], [-1.9149, 7.5802, -2.9647], [-0.5529, 7.4241, -3.6062], [-0.5491, 6.5518, -4.7950], [-0.1084, 8.6882, -3.9928], [-2.6937, 7.5421, -3.7264], [-1.9604, 8.5420, -2.4537], [-2.0895, 6.8123, -2.2111], [0.0500, 7.1011, -2.7575], [-1.0598, 5.6857, -4.3742], [0.3890, 6.1093, -5.1301], [-1.1849, 6.8453, -5.6302], [0.8485, 8.6159, -4.0196]], "lowdin_charge": [0.04, -0.30, 0.21, -0.73, 0.19, -0.38, 0.08, 0.22, -0.34, 0.09, -0.39, 0.20, 0.11, -0.06, 0.03, 0.03, -0.06, 0.03, 0.03, -0.67, -0.05, 0.15, 0.14, 0.10, 0.11, 0.12, 0.10, -0.83, 0.06, 0.17, 0.14, 0.14, 0.11, 0.11, 0.10, -0.77, 0.03, 0.16, 0.15, 0.12, 0.10, 0.10, 0.11, -0.79, -0.01, 0.17, 0.16, 0.12, 0.13, 0.12, 0.11, -0.78, 0.04, 0.15, 0.13, 0.12, 0.11, 0.12, 0.11, -0.80, 0.01, 0.16, 0.15, 0.13, 0.11, 0.13, 0.11, -0.85, 0.07, 0.15, 0.17, 0.12, 0.11, 0.11, 0.12, -0.78, 0.00, 0.15, 0.16, 0.13, 0.11, 0.12, 0.10, -0.81, 0.04, 0.15, 0.15, 0.11, 0.11, 0.13, 0.12, -0.06, -0.48, -0.07, -0.07, 0.08, 0.07, 0.08, 0.13, 0.08, 0.08, 0.09, 0.07, -0.05, -0.55, -0.07, -0.05, 0.08, 0.08, 0.08, 0.14, 0.08, 0.08, 0.09, 0.09]}

***

Entry 3:
{"formula": "C19H56NO9S9", "method": "ωB97M-V/def2-TZVPD", "total_charge": 1, "energy_ha": -5072.63065, "symbols": ["N", "C", "O", "C", "C", "S", "H", "H", "H", "H", "H", "H", "H", "H", "C", "S", "O", "C", "H", "H", "H", "H", "H", "H", "C", "S", "O", "C", "H", "H", "H", "H", "H", "H", "C", "S", "O", "C", "H", "H", "H", "H", "H", "H", "C", "S", "O", "C", "H", "H", "H", "H", "H", "H", "C", "S", "O", "C", "H", "H", "H", "H", "H", "H", "C", "S", "O", "C", "H", "H", "H", "H", "H", "H", "C", "S", "O", "C", "H", "H", "H", "H", "H", "H", "C", "S", "O", "C", "H", "H", "H", "H", "H", "H"], "xyz": [[4.2164, 1.1792, -1.6235], [4.0892, 2.3384, -0.8541], [4.9534, 2.9290, -0.3847], [2.6727, 2.7878, -0.5984], [1.6813, 2.2740, -1.6213], [0.1694, 1.7087, -0.7756], [4.9670, 1.2313, -2.2972], [4.2588, 0.3498, -1.0510], [2.6424, 3.8625, -0.5484], [2.3677, 2.4352, 0.3810], [1.3957, 3.0073, -2.3564], [2.0407, 1.4275, -2.1790], [-0.6439, 1.1910, -1.7391], [0.6097, 0.6194, -0.0960], [3.6832, -0.8983, 3.1230], [3.6309, -1.3637, 1.3924], [2.5653, -0.5267, 0.7393], [2.9462, -3.0022, 1.6474], [4.0507, 0.1230, 3.1907], [2.6866, -0.9543, 3.5541], [4.3620, -1.5642, 3.6544], [1.9942, -2.9230, 2.1724], [3.6508, -3.5987, 2.2257], [2.7925, -3.4624, 0.6735], [-4.7163, 2.8060, -2.9479], [-3.0662, 3.4720, -3.1770], [-2.1434, 2.3177, -3.4598], [-2.8001, 3.9038, -1.4597], [-5.0684, 2.4348, -3.9084], [-4.6859, 1.9895, -2.2259], [-5.3758, 3.5997, -2.5988], [-2.9002, 3.0092, -0.8414], [-3.5218, 4.6581, -1.1497], [-1.7953, 4.3081, -1.3638], [-0.6881, 0.0355, -4.9527], [-0.6277, 0.5489, -6.6742], [-1.8390, -0.0013, -7.3342], [0.7521, -0.5082, -7.1318], [-1.5197, 0.5512, -4.4760], [-0.8386, -1.0439, -4.8958], [0.2459, 0.3137, -4.4591], [0.5107, -1.5509, -6.9273], [1.6394, -0.2085, -6.5719], [0.9370, -0.3804, -8.1967], [0.5065, -5.7686, -9.1040], [1.3167, -4.1710, -8.9610], [0.8730, -3.5712, -7.6733], [0.3773, -3.3654, -10.2646], [0.9183, -6.4243, -8.3397], [-0.5660, -5.6512, -8.9490], [0.7057, -6.1878, -10.0902], [-0.6866, -3.4079, -10.0310], [0.5796, -3.8605, -11.2143], [0.6979, -2.3273, -10.3201], [-1.6153, -0.1769, 3.1641], [-1.7098, -0.6456, 1.4326], [-2.9149, 0.0072, 0.8539], [-2.1039, -2.3661, 1.7341], [-1.4102, 0.8914, 3.2147], [-2.5655, -0.3950, 3.6525], [-0.8068, -0.7278, 3.6448], [-3.0180, -2.4252, 2.3266], [-1.2785, -2.8395, 2.2655], [-2.2514, -2.8598, 0.7752], [0.1277, 6.7652, 2.3175], [0.5306, 5.3946, 1.2319], [-0.7009, 5.0385, 0.4740], [0.7118, 4.1777, 2.5457], [-0.0685, 7.6382, 1.6987], [-0.7594, 6.5211, 2.9015], [0.9740, 6.9660, 2.9740], [-0.2159, 4.1110, 3.1143], [1.5364, 4.4678, 3.1964], [0.9314, 3.2130, 2.0916], [-6.5767, -2.9972, 5.5193], [-4.8991, -3.6133, 5.7041], [-4.0015, -2.6497, 5.0089], [-5.0980, -5.0297, 4.6155], [-6.6623, -2.0773, 6.0937], [-6.7802, -2.7943, 4.4678], [-7.2776, -3.7360, 5.9076], [-5.4013, -4.6918, 3.6242], [-5.8460, -5.7039, 5.0320], [-4.1409, -5.5433, 4.5521], [3.8676, 1.4899, 7.7403], [4.1075, 0.0506, 6.6924], [2.8777, -0.0969, 5.8650], [4.0052, -1.1633, 8.0126], [3.8571, 2.3724, 7.1040], [2.9174, 1.4049, 8.2673], [4.6917, 1.5619, 8.4496], [3.0460, -1.0710, 8.5218], [4.8248, -1.0052, 8.7132], [4.0914, -2.1531, 7.5693]], "lowdin_charge": [0.13, -0.55, 0.18, -0.16, -0.38, 1.05, 0.11, 0.08, 0.11, 0.09, 0.10, 0.07, -0.01, -0.05, -0.28, 0.84, -0.59, -0.25, 0.06, 0.04, 0.06, 0.06, 0.06, 0.06, -0.26, 0.86, -0.59, -0.28, 0.06, 0.06, 0.06, 0.06, 0.07, 0.01, -0.28, 0.80, -0.55, -0.28, 0.00, 0.06, 0.04, 0.02, 0.05, 0.05, -0.27, 0.82, -0.56, -0.26, 0.05, 0.06, 0.05, 0.06, 0.05, 0.05, -0.24, 0.76, -0.55, -0.25, 0.04, 0.06, 0.06, 0.05, 0.05, 0.05, -0.26, 0.81, -0.56, -0.25, 0.06, 0.06, 0.06, 0.06, 0.06, 0.02, -0.27, 0.81, -0.58, -0.27, 0.05, 0.06, 0.06, 0.06, 0.06, 0.05, -0.27, 0.80, -0.57, -0.26, 0.05, 0.06, 0.06, 0.06, 0.06, 0.05]}